1 | {"formula": "C6H11NO", "method": "wB97M-V/def2-TZVPD", "symbols": ["O", "N", "C", "C", "C", "C", "C", "C", "H", "H", "H", "H", "H", "H", "H", "H", "H", "H", "H"], "xyz": [[-2.55, -0.75, 0.10], [2.20, -0.79, 0.06], [-1.18, -0.26, 0.10], [0.88, -0.20, 0.09], [0.56, 1.30, -0.13], [-0.09, -0.89, -1.03], [-0.09, -0.61, 1.20], [-1.01, 1.28, -0.01], [-1.66, 1.61, -0.82], [2.69, -0.32, 0.83], [-2.68, -1.31, -0.65], [-0.07, 0.14, 2.06], [1.07, 1.92, 0.64], [2.56, -0.44, -0.84], [-0.10, -0.35, -1.97], [-0.07, -1.70, 1.64], [-1.44, 1.73, 0.91], [0.86, 1.58, -1.13], [0.12, -1.94, -1.04]], "orbital_gap_ev": 10.190, "smiles": "N[C@]12CC[C@](O)(C1)C2", "multiplicity": 1, "e_homo_ev": -9.3}

2 | {"formula": "C6H11NO", "method": "wB97M-V/def2-TZVPD", "symbols": ["O", "N", "C", "C", "C", "C", "C", "C", "H", "H", "H", "H", "H", "H", "H", "H", "H", "H", "H"], "xyz": [[-0.86, -0.75, 1.81], [1.47, 0.66, -1.35], [-1.56, 1.54, 0.76], [-0.24, -1.02, 0.75], [-0.90, -1.68, -0.43], [-0.77, 1.36, -0.23], [1.22, -0.71, 0.65], [0.94, 0.62, -0.02], [-0.82, 1.48, -1.30], [-2.53, 2.01, 0.81], [1.75, -1.40, 0.00], [-1.34, 0.68, 1.64], [2.45, 0.40, -1.40], [-0.73, -2.76, -0.36], [-0.46, -1.34, -1.37], [1.30, 1.42, 0.64], [1.38, 1.57, -1.78], [1.67, -0.62, 1.63], [-1.97, -1.47, -0.44]], "orbital_gap_ev": 10.067, "smiles": "C=C[C@H](N)CC(C)=O", "multiplicity": 1, "e_homo_ev": -9.2}

3 | {"formula": "C6H11NO", "method": "wB97M-V/def2-TZVPD", "symbols": ["O", "N", "C", "C", "C", "C", "C", "C", "H", "H", "H", "H", "H", "H", "H", "H", "H", "H", "H"], "xyz": [[1.19, -1.20, 0.00], [-1.32, 0.83, -0.63], [1.02, -0.46, -1.33], [0.23, 0.22, 1.31], [-1.84, -0.40, -0.37], [-0.10, 1.29, 0.22], [1.43, -0.53, 1.09], [0.10, 0.69, -1.19], [-0.19, 2.33, 0.48], [0.22, 0.87, 2.43], [-1.26, -1.21, -0.07], [0.48, -1.21, -2.06], [1.22, -1.23, 1.93], [2.31, 0.22, 1.08], [-0.83, -0.29, 1.43], [-2.43, -0.20, 0.56], [-2.45, -0.86, -1.13], [1.94, -0.41, -1.66], [0.28, 1.56, -2.09]], "orbital_gap_ev": 10.230, "smiles": "CN1[C@@H]2COCC[C@@H]21", "multiplicity": 1, "e_homo_ev": -9.3}

4 | {"formula": "C6H11NO", "method": "wB97M-V/def2-TZVPD", "symbols": ["O", "N", "C", "C", "C", "C", "C", "C", "H", "H", "H", "H", "H", "H", "H", "H", "H", "H", "H"], "xyz": [[3.01, -0.88, -0.16], [0.86, 0.27, -0.36], [-1.48, 0.43, -0.94], [-0.36, -1.68, -0.35], [-0.50, -0.25, -0.03], [2.18, -0.02, -0.17], [-0.79, 0.11, 1.41], [1.78, 1.43, 0.05], [-0.02, -0.34, 2.08], [-0.05, -1.82, -1.33], [-1.20, -2.28, -0.07], [1.70, 2.04, 1.01], [-2.41, -0.16, -0.89], [-1.71, -0.16, 1.73], [-1.65, 1.43, -0.77], [1.86, 2.11, -0.86], [-1.05, 0.46, -2.05], [0.62, -2.00, 0.26], [-0.78, 1.30, 1.44]], "orbital_gap_ev": 10.028, "smiles": "CC(C)(C)N1CC1=O", "multiplicity": 1, "e_homo_ev": -9.3}

Energy relative to the most stable one, in kcal/mol: 1 0.0; 2 37.6; 3 91.9; 4 16.3

1 | {"formula": "C6H11NO", "method": "wB97M-V/def2-TZVPD", "symbols": ["O", "N", "C", "C", "C", "C", "C", "C", "H", "H", "H", "H", "H", "H", "H", "H", "H", "H", "H"], "xyz": [[2.34, 0.55, -1.95], [-0.30, 0.59, 1.48], [-0.58, -2.62, -0.14], [-0.47, 1.02, 0.21], [-0.27, -0.79, 1.59], [-0.57, -0.13, -0.60], [-0.47, -1.22, 0.27], [-0.53, 2.45, -0.16], [-0.74, -0.13, -1.66], [-0.27, 1.18, 2.28], [0.16, 3.06, 0.41], [2.37, 0.00, -1.15], [-0.29, 2.63, -1.21], [-1.59, 2.75, -0.26], [3.25, 0.81, -2.11], [0.10, -3.00, -0.90], [-0.33, -1.33, 2.51], [-1.55, -2.72, -0.66], [-0.65, -3.25, 0.75]], "orbital_gap_ev": 8.524, "smiles": "Cc1c[nH]c(C)c1.O", "multiplicity": 1, "e_homo_ev": -7.6}

2 | {"formula": "C6H11NO", "method": "wB97M-V/def2-TZVPD", "symbols": ["O", "N", "C", "C", "C", "C", "C", "C", "H", "H", "H", "H", "H", "H", "H", "H", "H", "H", "H"], "xyz": [[-0.85, -2.91, 1.80], [0.13, 2.24, -2.56], [1.08, 0.58, 0.61], [-0.49, -2.28, 0.85], [0.79, 1.64, -0.44], [0.45, 1.22, -1.68], [-0.19, 0.03, 1.31], [-1.00, -0.83, 0.33], [1.72, -0.17, 0.15], [0.47, 3.17, -2.17], [-0.76, 0.88, 1.63], [1.79, 0.96, 1.39], [-2.08, -0.62, 0.42], [0.98, 2.73, -0.13], [0.02, -0.60, 2.31], [-0.37, 2.24, -3.39], [-0.63, -0.60, -0.78], [0.36, -2.72, 0.28], [0.55, 0.19, -2.13]], "orbital_gap_ev": 8.986, "smiles": "N/C=C/CCCC=O", "multiplicity": 1, "e_homo_ev": -7.9}

3 | {"formula": "C6H11NO", "method": "wB97M-V/def2-TZVPD", "symbols": ["O", "N", "C", "C", "C", "C", "C", "C", "H", "H", "H", "H", "H", "H", "H", "H", "H", "H", "H"], "xyz": [[-2.50, -2.98, 0.51], [-1.34, 1.15, -1.43], [1.38, -0.28, 0.76], [-0.38, 0.06, -1.14], [-1.27, 1.96, -0.24], [-0.34, 1.48, 0.69], [2.65, 0.25, 0.11], [0.19, 0.31, 0.12], [0.00, 2.13, 1.61], [-0.50, -0.77, -1.74], [3.55, -0.01, 0.58], [-2.23, -3.62, -0.19], [1.42, 0.09, 1.81], [2.83, -0.27, -0.91], [-3.26, -3.40, 0.89], [-2.22, 1.13, -1.98], [1.26, -1.39, 0.62], [2.78, 1.30, 0.07], [-2.03, 2.86, -0.17]], "orbital_gap_ev": 8.623, "smiles": "CCc1cc[nH]c1.O", "multiplicity": 1, "e_homo_ev": -7.8}

Energy relative to the most stable one, in kcal/mol: 1 0.0; 2 50.3; 3 31.4